{"formula": "C29H37HfN2Se", "method": "ωB97M-V/def2-TZVPD", "e_tot_ev": -100301.694, "total_charge": 1, "e_homo_ev": -10.175, "species": ["H", "H", "H", "H", "H", "C", "H", "H", "H", "C", "C", "C", "C", "C", "H", "C", "C", "H", "C", "C", "H", "H", "H", "C", "C", "C", "H", "H", "C", "C", "N", "C", "H", "Se", "H", "H", "C", "N", "H", "H", "C", "H", "C", "C", "C", "C", "H", "H", "H", "H", "H", "C", "H", "H", "H", "C", "C", "C", "C", "C", "H", "Hf", "H", "H", "H", "H", "C", "H", "H", "H"], "positions_angstrom": [[-1.4745, 1.0306, 2.8343], [-2.1604, -0.7894, 7.5347], [2.0335, -0.9201, 6.3710], [-0.9014, -4.3084, -1.1466], [2.5541, 0.3315, -3.4420], [0.6210, -0.1105, 4.9760], [1.7806, -1.8333, 1.6725], [0.1751, -1.3612, 8.0709], [-2.0645, 1.8152, 0.8192], [0.9745, -1.9954, -0.3230], [0.5263, 2.9527, -1.8576], [0.1128, 2.6347, -4.5762], [-0.1737, -2.2939, -1.1444], [-1.8375, -0.3489, 0.4406], [-0.7053, 0.6878, -4.0432], [-1.3883, -0.5921, 6.7877], [-1.2214, -3.3053, -0.8172], [3.2038, -0.2851, 4.7261], [0.0962, 1.7260, -2.3347], [-0.7731, -2.0479, -3.6604], [-2.7353, 0.4676, -3.2255], [1.0616, 4.5445, -4.8378], [-3.7805, 2.9977, -1.5313], [0.6174, 0.6986, 2.8661], [0.7563, 3.7900, -4.1109], [-2.0555, 1.0402, 0.0438], [-0.7825, -1.2022, -4.3582], [3.3179, 1.0379, 3.5216], [1.3572, -1.1548, -2.4608], [-0.0522, -0.9193, 7.1009], [-0.6625, 0.7112, 3.3524], [1.9218, -1.2814, -1.1476], [0.3132, -2.8224, 1.5528], [1.3051, 1.2960, 1.1916], [-0.3918, -2.9213, -4.2156], [-2.1891, 3.5527, -0.9771], [-2.3948, 1.3983, -1.2788], [1.4028, 0.2216, 3.8593], [1.4943, 4.8404, -2.3750], [0.6303, 3.0163, -0.7577], [1.2442, -2.5517, 1.0379], [-2.9986, -0.6405, -1.8715], [-3.0853, 0.4124, -2.1793], [-2.6975, 2.8281, -1.6214], [2.0942, -0.6438, -3.6504], [0.0622, -1.7610, -2.4566], [3.1156, -0.6560, 2.9803], [-2.4284, 3.0660, -2.6562], [3.9989, -1.7497, -0.9164], [-4.1700, 0.6390, -2.2035], [1.4291, -0.5155, -4.5109], [3.3131, -0.9015, -0.7640], [2.8975, -1.3382, -3.9450], [3.6782, -0.0620, -1.3715], [-1.8133, -2.2606, -3.3815], [-0.6848, 0.2019, 4.6598], [-0.2025, 1.5949, -3.6868], [0.9843, -0.6828, 6.1866], [-1.7222, -0.0244, 5.5482], [2.8496, 0.0730, 3.7597], [-2.7411, 0.2421, 5.2696], [0.0311, 0.1402, -0.6864], [1.8649, -3.4599, 0.9688], [3.3796, -0.5988, 0.2905], [-2.1680, -3.0814, -1.3271], [-1.4127, -3.3543, 0.2610], [0.9566, 3.9580, -2.7416], [-0.1289, 2.4911, -5.6310], [-2.5144, -1.1115, 0.0341], [-1.6424, -0.5516, 1.5044]], "forces_ev_per_angstrom": [[0.36, -0.09, 0.07], [0.21, 0.11, -0.36], [-0.46, -0.03, 0.25], [-0.06, 0.35, 0.09], [-0.08, -0.21, -0.13], [0.60, -0.06, -0.20], [-0.07, -0.16, -0.13], [-0.05, 0.12, -0.30], [0.61, 0.17, -0.58], [0.20, -0.40, -1.26], [1.05, 0.08, 0.14], [-0.22, -0.56, 0.24], [1.24, -0.16, -0.30], [-0.20, -0.30, 0.55], [0.42, 0.46, -0.06], [0.12, 0.20, -0.45], [-0.38, 0.02, 0.15], [0.08, 0.09, -0.20], [-0.71, -1.06, 0.19], [-0.38, 0.14, -0.28], [-0.14, 0.12, 0.39], [-0.02, -0.13, 0.36], [0.19, -0.11, 0.01], [-0.58, -0.31, 0.86], [-0.29, -0.28, -0.16], [-2.00, 0.10, -1.17], [-0.01, -0.29, 0.09], [-0.18, -0.31, 0.13], [-0.10, -0.25, 0.86], [0.33, 0.15, -0.43], [0.78, 0.06, -0.25], [-0.70, -0.77, -0.32], [0.22, 0.06, -0.09], [0.68, 0.83, 2.23], [-0.06, 0.26, 0.26], [-0.04, -0.24, -0.03], [-0.71, -0.05, 2.56], [-0.28, 0.22, -0.75], [-0.45, -0.26, -0.09], [0.14, 0.68, -0.68], [-0.03, -0.04, 0.33], [0.07, 0.39, -0.02], [0.31, -0.69, -0.79], [0.14, 0.35, -0.06], [0.18, 0.34, -0.30], [0.66, -0.17, 0.97], [-0.13, 0.24, 0.29], [0.04, -0.12, 0.12], [-0.15, 0.23, 0.02], [0.52, 0.09, 0.13], [0.17, -0.01, 0.19], [0.42, 0.15, 0.12], [-0.26, 0.14, 0.14], [-0.04, -0.21, 0.15], [0.25, 0.03, -0.12], [-0.18, 0.17, -0.47], [0.27, 0.70, -0.62], [-0.30, -0.06, 0.37], [-0.25, -0.17, 0.59], [0.25, -0.04, -0.07], [0.19, -0.15, 0.25], [-1.46, -0.17, -2.16], [-0.18, 0.26, 0.03], [0.02, -0.14, -0.29], [0.16, -0.10, 0.18], [-0.04, 0.00, -0.24], [0.10, 0.07, 0.21], [0.16, 0.28, 0.21], [0.32, 0.30, 0.09], [-0.23, 0.14, -0.44]]}